The following is a quantum chemistry calculation of a molecular structure, C17H12CoF6N2O5PS2 in a non-equilibrium geometry, from the Open Molecules 2025 dataset.

XYZ file:
```
46
Properties=species:S:1:pos:R:3
Co -0.4679 -0.2575 0.1851
O -0.1081 5.4131 4.3412
C -0.9719 5.2729 3.4815
O -1.8536 6.0295 3.0756
C -0.9512 3.8735 2.7377
C -2.0397 3.5097 1.9587
C -2.0005 2.3130 1.2635
N -0.9431 1.5172 1.2978
C 0.1003 1.8434 2.0614
C 0.1321 3.0101 2.8148
C 1.2613 0.8507 1.9977
O 2.2842 1.0446 2.6333
O 1.0645 -0.1346 1.2089
H -2.8963 4.1628 1.8899
H -2.8440 1.9796 0.6752
H 0.9925 3.2367 3.4254
F -1.3940 -1.4997 1.6681
P -2.5338 -1.4860 2.9291
F -3.6146 -1.4907 4.1300
F -3.1460 -0.1177 2.3279
F -3.5340 -2.3434 1.9852
F -1.8733 -2.8617 3.4653
F -1.4901 -0.6234 3.8090
C 0.4540 0.8284 -1.2620
C 1.2534 -0.0424 -2.1023
C 0.7957 -0.4535 -3.3684
C 1.5650 -1.2429 -4.1881
C 2.8390 -1.6574 -3.7682
C 3.3025 -1.2693 -2.4994
C 2.5280 -0.4765 -1.6909
C 3.6451 -2.4326 -4.6151
N 4.3099 -3.0554 -5.3210
H -0.3343 1.3377 -1.8189
H 1.0809 1.5419 -0.7279
H -0.1860 -0.1348 -3.6912
H 1.1941 -1.5494 -5.1589
H 4.2757 -1.6062 -2.1668
H 2.8679 -0.1897 -0.7067
C 0.5777 -3.4130 -1.3177
O -0.2580 -2.3252 -0.9793
C -1.3939 -2.1501 -1.6898
S -1.8855 -3.1782 -2.8749
S -2.1910 -0.7279 -1.2167
H 1.4329 -3.3617 -0.6487
H 0.9091 -3.3234 -2.3590
H 0.0451 -4.3604 -1.1905
```

Values from the calculation:
- HOMO (alpha / beta): -3.509 / -3.508 eV
- Lowest unoccupied orbital energy (alpha / beta): 0.125 / 0.129 hartree
- Total energy: -4260.81536 Ha
- Charge: -2

Löwdin atomic charges, in units of e: 0.447, -0.037, -0.724, -0.052, -0.080, 0.007, -0.104, 0.067, -0.154, 0.070, -0.572, 0.058, -0.086, 0.110, 0.110, 0.125, -0.230, 0.202, -0.160, -0.158, -0.166, -0.161, -0.145, -0.120, -0.271, -0.043, -0.032, -0.260, -0.029, -0.019, -0.219, 0.130, 0.063, 0.087, 0.114, 0.119, 0.116, 0.118, -0.105, -0.283, -1.318, 0.596, 0.734, 0.101, 0.071, 0.082